ORCA calculation (ωB97M-V/def2-TZVPD) on a cluster of 2 separate species, FH3N2O in total in a non-equilibrium geometry.

Electronic energy (eV): -7791.0282
Molecular weight (u): 66.03
HOMO-LUMO gap (Ha): 0.405
Strongest force on any atom (eV/A): 1.601
ΔE to the lowest compared entry with this formula, charge and spin (eV): 0.194

Geometry as XYZ:
```
7
Properties=species:S:1:pos:R:3:forces:R:3
H 2.086 0.495 0.009 -0.9 -0.2 0.2
N 1.636 -0.427 -0.093 0.0 -0.3 0.0
N 0.402 -0.429 0.143 0.8 1.1 -0.2
O -0.306 -1.444 0.020 -0.1 1.2 0.2
H -0.043 0.516 0.425 0.2 -1.6 -0.3
F -2.878 -0.080 -0.008 0.3 0.1 -0.2
H -2.117 -0.431 -0.423 -0.2 -0.4 0.3
```
Forces are in eV/Å.